{
  "formula": "C2H7O3SSi",
  "method": "ωB97M-V/def2-TZVPD",
  "species": ["C", "C", "O", "O", "O", "Si", "S", "H", "H", "H", "H", "H", "H", "H"],
  "positions_angstrom": [[1.4030, 0.2966, -1.8179], [-1.3365, 0.6649, 0.4250], [0.7130, -1.1945, 1.7335], [-1.0772, -0.1656, 3.3892], [1.5880, -0.0502, -0.4407], [0.2203, -0.3957, 0.4658], [-0.1177, -1.2935, 3.3762], [0.9925, -0.5630, -2.4208], [2.4335, 0.4171, -2.2413], [0.6883, 1.0240, -2.0669], [-1.5687, 1.0742, 1.3726], [-1.1135, 1.5415, -0.2256], [-2.2503, 0.3623, -0.2525], [-0.5749, -1.7182, -1.2966]],
  "atomic_forces_ev_per_a": [[1.880, -2.974, -0.910], [-0.486, 0.776, -3.048], [-0.201, 0.245, 0.508], [-1.289, 1.558, 0.097], [-1.443, 0.945, -0.175], [-1.038, -2.267, -2.851], [1.369, -1.487, -0.227], [0.318, 0.217, 0.932], [-0.949, 0.666, 0.365], [-0.565, 1.783, 0.258], [-0.608, 0.053, 1.057], [0.585, -0.020, 0.423], [1.757, -0.482, 1.976], [0.670, 0.986, 1.594]],
  "mulliken_charge": [-0.75, -1.03, -0.29, -0.59, -0.27, 0.04, 0.06, 0.35, 0.24, 0.29, 0.42, 0.28, 0.35, -0.10],
  "mol_weight_da": 139.2,
  "e_above_lowest_kcal_mol": 82.8,
  "charge": -1,
  "energy_ha": -993.788750,
  "orbital_gap_ev": 6.024
}



{
  "formula": "C2H7OPS",
  "method": "ωB97M-V/def2-TZVPD",
  "species": ["C", "C", "O", "P", "S", "H", "H", "H", "H", "H", "H", "H"],
  "positions_angstrom": [[-0.6344, 0.4794, -0.6307], [0.4641, -0.3934, -0.2897], [-1.3912, 0.9604, 0.4672], [0.4595, -1.4519, 1.2827], [1.8146, -0.7451, -1.3854], [-0.4104, 1.1920, -1.3734], [-1.4617, -0.2052, -0.9581], [0.9077, 1.2625, 1.2596], [-0.9539, 1.5547, 1.1124], [-0.3156, -2.5204, 0.6638], [-0.5805, -0.7198, 1.7516], [2.1017, 0.5869, -1.8999]],
  "atomic_forces_ev_per_a": [[-2.737, -1.231, 1.215], [2.893, -0.087, 1.873], [-0.399, 0.787, 0.449], [0.671, -0.479, -2.011], [-0.371, 2.099, -0.170], [0.302, 1.029, -0.874], [0.721, 0.248, -0.893], [0.101, -0.665, -0.647], [0.578, -0.368, -0.814], [0.121, 0.415, 0.491], [-1.192, 0.200, 0.672], [-0.688, -1.949, 0.709]],
  "mulliken_charge": [-0.40, 0.02, -0.51, 0.03, -0.23, 0.37, 0.20, -0.03, 0.29, 0.05, 0.05, 0.15],
  "mol_weight_da": 110.1,
  "e_above_lowest_kcal_mol": 150.4,
  "charge": 0,
  "energy_ha": -894.976403,
  "orbital_gap_ev": [9.080, 6.894]
}



{
  "formula": "C2H7OPS",
  "method": "ωB97M-V/def2-TZVPD",
  "species": ["C", "C", "O", "P", "S", "H", "H", "H", "H", "H", "H", "H"],
  "positions_angstrom": [[1.2422, -1.3843, 0.4744], [-0.2104, 2.2668, -0.5622], [-2.7346, -0.0194, 0.0335], [-0.2257, -1.3913, -0.6578], [-1.3647, 0.0072, 0.5476], [0.9671, -1.1130, 1.4931], [1.9761, -0.6732, 0.1004], [1.6891, -2.3752, 0.4675], [-0.2681, 1.9904, -1.5968], [0.7422, 2.2198, -0.0755], [-0.9445, 2.9462, -0.1862], [-0.8687, -2.4739, -0.0378]],
  "atomic_forces_ev_per_a": [[-0.054, 0.196, -0.218], [-0.270, -0.949, 0.270], [-1.232, -0.007, -0.421], [0.264, 0.171, -0.048], [1.347, 0.848, 0.095], [0.060, -0.078, 0.066], [0.041, 0.006, 0.032], [0.038, -0.046, 0.048], [-0.024, -0.136, -0.252], [0.298, 0.031, 0.153], [-0.280, 0.207, 0.201], [-0.188, -0.243, 0.075]],
  "mulliken_charge": [-0.90, -1.01, -0.47, 0.04, 0.30, 0.31, 0.29, 0.34, 0.35, 0.35, 0.34, 0.06],
  "mol_weight_da": 110.1,
  "e_above_lowest_kcal_mol": 98.8,
  "charge": 0,
  "energy_ha": -895.058543,
  "orbital_gap_ev": [8.024, 8.430]
}



{
  "formula": "C2H7OPS",
  "method": "ωB97M-V/def2-TZVPD",
  "species": ["C", "C", "O", "P", "S", "H", "H", "H", "H", "H", "H", "H"],
  "positions_angstrom": [[-0.5282, 0.6809, -2.2362], [-0.6478, -0.7032, 1.4861], [1.2888, 1.0374, 0.7109], [0.6622, -0.3291, 0.1855], [2.0537, -1.6662, 0.0607], [-1.3161, 1.2435, -1.8686], [0.2778, 1.3185, -2.4996], [-0.8246, -0.2549, -2.7870], [-0.0594, -0.7485, 2.4094], [-1.4900, 0.0272, 1.4158], [-1.1935, -1.6857, 1.5498], [1.7771, 1.0801, 1.5731]],
  "atomic_forces_ev_per_a": [[0.643, -2.447, 0.605], [-0.880, -0.638, -0.319], [0.187, 1.467, 1.021], [-0.840, -0.766, -0.573], [-0.341, -0.244, -0.180], [-1.627, 0.760, 0.894], [0.922, -0.128, -0.491], [0.814, 1.196, 0.650], [-0.274, 0.765, 0.095], [1.074, -0.070, 0.478], [0.938, 0.588, -1.013], [-0.617, -0.482, -1.167]],
  "mulliken_charge": [-0.95, -0.86, -0.47, 0.43, -0.37, 0.35, 0.35, 0.31, 0.28, 0.28, 0.33, 0.34],
  "mol_weight_da": 110.1,
  "e_above_lowest_kcal_mol": 67.9,
  "charge": 0,
  "energy_ha": -895.107813,
  "orbital_gap_ev": [7.274, 7.810]
}